1.
{
  "formula": "C28H28CeF5N6S",
  "method": "ωB97M-V with the def2-TZVPD basis set",
  "total_charge": 2,
  "homo_ev": [-13.85, -13.86],
  "homo_lumo_gap_ha": [0.289, 0.290],
  "spin_multiplicity": 2,
  "largest_force_ha_per_bohr": 0.02175,
  "s2": 0.75,
  "species": ["Ce", "S", "F", "F", "F", "F", "F", "N", "N", "N", "N", "N", "N", "C", "C", "C", "C", "C", "C", "C", "C", "C", "C", "C", "C", "C", "C", "C", "C", "C", "C", "C", "C", "C", "C", "C", "C", "C", "C", "C", "C", "H", "H", "H", "H", "H", "H", "H", "H", "H", "H", "H", "H", "H", "H", "H", "H", "H", "H", "H", "H", "H", "H", "H", "H", "H", "H", "H", "H"],
  "xyz": [[0.4317, 0.1362, 0.0692], [2.8695, 1.3623, 1.5098], [3.9861, -1.5628, 0.0913], [5.8510, -1.4680, -1.8786], [5.2388, -0.3398, -4.2695], [0.8910, 0.5995, -2.6693], [2.7543, 0.7014, -4.6937], [-0.7473, -3.0299, 3.2917], [-0.5157, -1.8314, -1.3030], [-0.1102, -1.4427, 1.9352], [0.8560, 2.6732, -0.6570], [-2.1247, 0.2416, -0.4162], [-0.0819, 2.0912, 1.9844], [2.1794, 1.9718, 3.0878], [3.0905, 2.9182, 0.5577], [-2.9298, 1.2056, 0.0107], [2.2876, 3.0478, -0.7346], [-4.6207, -1.9331, -2.1143], [-3.8198, -2.8832, -2.6364], [4.6473, -0.9574, -2.0817], [-4.3105, 1.2140, -0.1662], [-1.5611, -3.8604, -2.9069], [0.0383, 3.5033, 1.5552], [-2.2539, -1.0374, 3.1830], [3.0711, 0.1472, -3.5298], [-4.0713, -0.8625, -1.3420], [2.4029, -0.4725, -1.2445], [3.6793, -0.9862, -1.0926], [0.2485, -2.7999, -1.7860], [0.6628, 1.8318, 3.2368], [-2.4109, -2.8653, -2.3915], [0.8233, -2.4733, 1.8988], [-4.8854, 0.1677, -0.8430], [-2.6841, -0.7938, -1.0992], [-0.0016, 3.6558, 0.0356], [-1.0482, -1.8180, 2.7917], [2.1704, 0.0703, -2.4900], [0.4365, -3.4592, 2.7422], [-0.2252, -3.8255, -2.6056], [4.3368, -0.3814, -3.3100], [-1.8381, -1.8497, -1.6043], [0.9789, 3.8955, 1.9301], [2.5219, 2.9970, 3.2092], [-2.4589, 2.0351, 0.5270], [-1.0571, 1.9182, 2.2120], [1.7187, -2.4225, 1.2927], [0.2848, 4.6814, -0.2174], [-0.7473, 4.1220, 1.9953], [0.4563, -4.5759, -2.9799], [0.4233, 0.8161, 3.5533], [1.2963, -2.7648, -1.5177], [2.6622, 1.3807, 3.8643], [2.7418, 2.4069, -1.4888], [-1.2898, -3.5368, 3.9725], [0.5454, 2.6595, -1.6255], [-2.4495, -0.2593, 2.4475], [2.3925, 4.0829, -1.0779], [-4.9034, 2.0346, 0.2117], [-5.6891, -1.9464, -2.2865], [2.9045, 3.7447, 1.2384], [-3.1311, -1.6797, 3.2502], [-1.9762, -4.6429, -3.5296], [0.3401, 2.5159, 4.0294], [-1.0208, 3.5050, -0.3247], [4.1483, 2.9494, 0.3019], [-5.9556, 0.1335, -1.0039], [-2.1088, -0.5675, 4.1581], [0.8858, -4.4058, 2.9869], [-4.2257, -3.6820, -3.2436]]
}

2.
{
  "formula": "C28H28CeN3O2S",
  "method": "ωB97M-V with the def2-TZVPD basis set",
  "total_charge": 1,
  "homo_ev": -11.00,
  "homo_lumo_gap_ha": 0.237,
  "largest_force_ha_per_bohr": 0.02314,
  "species": ["Ce", "S", "O", "O", "N", "N", "N", "C", "C", "C", "C", "C", "C", "C", "C", "C", "C", "C", "C", "C", "C", "C", "C", "C", "C", "C", "C", "C", "C", "C", "C", "C", "C", "C", "C", "H", "H", "H", "H", "H", "H", "H", "H", "H", "H", "H", "H", "H", "H", "H", "H", "H", "H", "H", "H", "H", "H", "H", "H", "H", "H", "H", "H"],
  "xyz": [[-0.0459, 1.5762, -0.3955], [-0.0690, 6.4930, -0.1357], [-0.5677, 1.4543, 1.6756], [2.1460, 1.3400, -1.5462], [0.3481, 3.7980, -0.6215], [1.2918, -0.1890, 0.5062], [1.1069, -0.9015, 1.5353], [3.6594, -0.3787, -2.3600], [4.1649, -1.6628, -2.2139], [0.1249, -0.5147, -3.4353], [-2.3131, 1.6200, -1.5518], [-1.1900, -1.9151, -0.9859], [2.7302, 0.0869, -1.4460], [0.7250, -3.7758, 4.5112], [0.1743, 4.9638, -0.4040], [-1.4496, -0.4953, -1.3891], [-1.5651, 0.6406, 3.6364], [-0.6466, 0.4904, 2.5766], [-0.8414, 0.1502, -2.5040], [2.8038, -2.0011, -0.2663], [0.0759, -1.6766, 3.5195], [0.1724, -0.6540, 2.4925], [2.6795, 2.2837, -2.5054], [-1.0498, 2.4973, -3.6306], [-1.6658, -0.3330, 4.5828], [0.8722, -2.8378, 3.5216], [-0.9943, -2.4859, 5.5646], [-0.8633, -1.5052, 4.5569], [3.7356, -2.4746, -1.1741], [-2.3733, 0.4078, -0.8124], [-3.2940, 0.1512, 0.3422], [-0.2132, -3.6071, 5.5433], [-3.0866, 2.8718, -1.2623], [-1.3848, 1.4503, -2.6102], [2.2979, -0.7136, -0.3896], [-3.0957, -0.8096, 0.8146], [3.7454, 2.4073, -2.3252], [-3.9041, 2.9844, -1.9789], [4.1218, -3.4783, -1.0666], [-2.4744, 3.7728, -1.3430], [3.9943, 0.2452, -3.1748], [-0.1250, -2.1559, -0.9856], [-2.1607, 1.5416, 3.6766], [4.8936, -2.0287, -2.9240], [-1.6658, -2.6011, -1.6910], [-1.7184, -2.3296, 6.3542], [-0.3097, -4.3595, 6.3137], [0.6680, 0.1998, -4.0534], [2.4573, -2.6224, 0.5458], [-3.5291, 2.8557, -0.2668], [-4.3300, 0.1448, -0.0023], [1.3488, -4.6601, 4.4962], [-2.3765, -0.2143, 5.3924], [-1.5804, -2.1420, 0.0053], [-0.6943, 3.4264, -3.1782], [-3.2203, 0.9175, 1.1157], [2.4896, 1.9250, -3.5160], [2.1512, 3.2126, -2.3170], [-0.4156, -1.1813, -4.1120], [-1.9391, 2.7548, -4.2097], [-0.2927, 2.1538, -4.3337], [1.6091, -2.9851, 2.7475], [0.8571, -1.1275, -2.9085]]
}

For reference, energy above the lowest of the compared OMol25 structures with the same formula, charge and spin by record: 3.7 1.3 kcal per mole.